Molecular formula: C3H5N3
Method: DFT, ωB97M-V/def2-TZVPD

Structure (XYZ):
```
11
Properties=species:S:1:pos:R:3:mulliken_charge:R:1
N 1.0952 0.9157 1.6794 -0.653
C 0.5747 0.5255 0.5834 0.240
N 1.0559 0.6000 -0.7261 -0.897
N 0.2066 -0.1814 -1.4046 0.410
C -0.7944 -0.7515 -0.7920 -0.342
C -0.7420 -0.2441 0.6064 -0.200
H -0.6758 -0.9749 1.4127 0.252
H 1.9924 1.3715 1.5294 0.273
H 0.3962 -0.2967 -2.3955 0.250
H -1.5097 -1.3723 -1.3130 0.428
H -1.5990 0.4081 0.8199 0.240
```

LUMO level (alpha / beta), eV: 0.51 / 0.51
Max |F|, eV/Å: 0.37
Multiplicity: 1
Relative energy (zero: lowest compared OMol25 entry of this formula, charge and spin), kJ/mol: 211.2

Molecular formula: C63H78As6F36N11O
Method: DFT, ωB97M-V/def2-TZVPD

Structure (XYZ):
```
195
Properties=species:S:1:pos:R:3:mulliken_charge:R:1
C -2.5953 -4.7339 -0.3981 -0.567
C -1.5651 -5.1169 0.5924 0.212
O -1.3103 -6.1689 0.9598 -0.426
N -0.9647 -3.9306 1.2787 0.500
H -0.0051 -4.0829 1.6609 0.362
H -0.7043 -3.2814 0.5131 -0.139
C -1.9086 -3.2943 2.2691 -0.815
H -2.3115 -3.8849 -1.0045 0.024
H -3.5119 -4.4703 0.1764 0.404
H -3.0069 -5.6170 -0.8768 0.420
H -2.4449 -2.6452 1.5965 0.304
H -1.3231 -2.8538 3.0628 0.279
H -2.5290 -4.0768 2.6852 0.427
C -1.3036 9.5196 8.0623 -0.839
N -0.8374 8.3276 7.3021 0.056
C -0.1725 7.3786 7.9695 -0.256
C 0.2831 6.2374 7.3588 -1.188
C -0.0049 6.0277 6.0070 0.684
C -0.6887 7.0383 5.3264 -0.468
C -1.1020 8.1529 6.0100 -0.552
C 0.4227 4.7956 5.3171 1.247
C -0.2156 4.2813 4.2435 0.392
C 0.2116 3.1443 3.5951 -1.180
N 1.3525 2.5696 3.9812 0.826
C 1.9329 2.9289 5.1197 -0.867
C 1.4891 4.0463 5.7755 -1.057
C 1.8376 1.3288 3.3693 -0.921
H -1.4421 9.1750 9.0754 0.310
H -2.2194 9.8770 7.6012 0.395
H -0.5939 10.3408 7.9970 0.329
H -0.1017 7.5044 9.0415 0.401
H 0.8033 5.5391 7.9980 0.514
H -0.8385 6.9989 4.2532 0.566
H -1.5854 8.9837 5.5114 0.496
H -1.2321 4.5537 3.9971 -0.053
H -0.3989 2.4662 3.0211 0.714
H 2.8128 2.3596 5.3632 0.563
H 2.1028 4.4633 6.5653 0.606
H 2.6257 1.6276 2.6739 0.632
H 1.1327 0.6824 2.8538 -0.450
H 2.2358 0.7422 4.1851 0.551
C 8.4022 -0.7938 1.5282 -0.881
N 7.3242 0.0208 0.9145 0.094
C 7.6409 1.1551 0.3102 -0.403
C 6.6729 1.9163 -0.2851 -0.819
C 5.3940 1.4046 -0.4213 0.668
C 5.0996 0.2054 0.2203 -0.341
C 6.0916 -0.4501 0.9213 -0.852
C 4.3908 2.1290 -1.2251 0.429
C 3.0483 2.3021 -0.8669 0.096
C 2.1939 3.0270 -1.6280 -0.633
N 2.6567 3.6815 -2.6886 0.262
C 3.9642 3.6204 -3.0142 -0.647
C 4.8219 2.8176 -2.3447 -0.717
C 1.7027 4.3150 -3.6312 -0.782
H 9.3623 -0.3830 1.2368 0.354
H 8.3824 -1.7881 1.0930 0.365
H 8.2491 -0.7884 2.5999 0.344
H 8.6214 1.5958 0.4282 0.413
H 6.8373 2.9197 -0.6540 0.713
H 4.1223 -0.2420 0.0738 0.833
H 5.8600 -1.2595 1.6195 0.579
H 2.7065 1.7472 -0.0013 0.254
H 1.1474 3.2465 -1.4504 0.462
H 4.2608 4.1245 -3.9227 0.380
H 5.8054 2.7698 -2.7974 0.680
H 2.2453 4.8532 -4.3973 0.376
H 1.0910 5.0335 -3.0873 0.237
H 1.0976 3.5240 -4.0620 0.304
C -3.8955 5.3562 -3.7722 -0.907
N -3.6349 5.1888 -2.3353 0.282
C -4.4088 5.8469 -1.4871 -0.647
C -4.3896 5.5647 -0.1629 -0.423
C -3.7204 4.4435 0.3263 -0.199
C -2.9295 3.7648 -0.5876 -0.343
C -2.9147 4.1489 -1.8958 -0.936
C -3.7510 4.0513 1.7513 1.221
C -4.0640 2.7576 2.1553 -0.382
C -4.3151 2.4760 3.4865 -0.802
N -4.0691 3.4141 4.3767 0.425
C -3.8688 4.7013 4.0348 -1.010
C -3.6574 5.0116 2.7334 -0.391
C -4.2857 3.2087 5.8387 -0.914
H -2.9886 5.6660 -4.2722 0.305
H -4.7333 6.0248 -3.9241 0.365
H -4.2578 4.3982 -4.1449 0.379
H -5.0118 6.6539 -1.8740 0.445
H -4.8489 6.2310 0.5580 0.580
H -2.4039 2.8851 -0.2320 0.382
H -2.4262 3.4986 -2.6122 0.824
H -4.2391 2.0428 1.3577 0.650
H -4.6395 1.5134 3.8768 0.643
H -3.7423 5.4243 4.8207 0.496
H -3.5689 6.0596 2.4638 0.529
H -3.6170 3.8284 6.4175 0.285
H -4.1533 2.1657 6.0989 0.294
H -5.3092 3.5622 5.9597 0.411
C -9.1557 -5.4513 -2.4648 -0.908
N -8.0500 -4.5305 -2.7062 0.073
C -8.2720 -3.2290 -2.7581 -0.406
C -7.2959 -2.3095 -3.0106 -0.309
C -6.0329 -2.7926 -3.2163 0.481
C -5.8365 -4.1621 -3.2419 -0.903
C -6.8570 -5.0195 -3.0276 -0.446
C -4.8640 -1.9512 -3.5677 0.752
C -4.3356 -1.0343 -2.6666 -0.387
C -3.2317 -0.3561 -2.9584 -1.124
N -2.5705 -0.5903 -4.1202 0.338
C -3.1315 -1.3828 -5.0552 -0.345
C -4.2765 -2.0376 -4.8119 -0.377
C -1.3721 0.1967 -4.4620 -0.920
H -8.7655 -6.4008 -2.1071 0.303
H -9.6054 -5.6611 -3.4363 0.399
H -9.9109 -5.1229 -1.7626 0.375
H -9.2993 -2.9096 -2.6298 0.465
H -7.5850 -1.2715 -2.9903 0.512
H -4.8756 -4.6222 -3.4593 0.566
H -6.7489 -6.0912 -2.9682 0.438
H -4.7918 -1.0404 -1.6829 0.620
H -2.7145 0.2990 -2.2609 0.708
H -2.5992 -1.6012 -5.9683 0.264
H -4.6930 -2.6457 -5.6042 0.549
H -1.5574 1.2387 -4.2391 0.252
H -1.2268 0.1575 -5.5384 0.486
H -0.5365 -0.2856 -3.9661 0.292
C 9.9315 -8.4467 -6.7155 -0.824
N 8.8230 -7.7642 -5.9352 0.029
C 9.0182 -7.1872 -4.7483 -0.201
C 7.9806 -6.6069 -4.0708 -0.707
C 6.7227 -6.4677 -4.6536 0.457
C 6.5292 -7.0725 -5.8904 -0.688
C 7.6044 -7.7058 -6.4768 -0.251
C 5.6575 -5.7378 -3.9093 0.753
C 4.4127 -6.2931 -3.8374 -0.954
C 3.3565 -5.6085 -3.2839 -0.309
N 3.5640 -4.4061 -2.7600 0.283
C 4.7503 -3.8420 -2.7419 0.211
C 5.8123 -4.4694 -3.3632 -0.900
C 2.3986 -3.7064 -2.1395 -1.009
H 9.5227 -9.4085 -7.0074 0.395
H 10.7380 -8.6233 -6.0097 0.300
H 10.2595 -7.8155 -7.5304 0.329
H 10.0036 -7.3185 -4.3213 0.397
H 8.1321 -6.2437 -3.0634 0.517
H 5.5722 -7.0220 -6.3920 0.577
H 7.4595 -8.3295 -7.3544 0.410
H 4.2270 -7.2718 -4.2635 0.592
H 2.3685 -6.0495 -3.1965 0.642
H 4.8563 -2.8410 -2.3688 0.482
H 6.7549 -3.9353 -3.3341 0.497
H 2.0102 -4.4857 -1.4943 0.429
H 1.7229 -3.4787 -2.9637 0.515
H 2.6536 -2.7587 -1.6924 -0.152
As -5.6724 -1.6483 1.7661 2.355
F -4.8286 -3.1332 2.0929 -0.456
F -6.4567 -2.2212 0.3401 -0.481
F -6.4702 -0.1296 1.6456 -0.507
F -4.9177 -1.0524 3.2089 -0.546
F -4.3769 -1.0924 0.7542 -0.609
F -6.9293 -2.2083 2.7510 -0.487
As -0.3623 0.2510 0.0929 2.250
F 1.3236 0.1358 -0.3016 -0.544
F -0.0459 -0.6626 1.4685 -0.679
F -2.0206 0.4334 0.4888 -0.638
F -0.6918 1.1490 -1.3764 -0.258
F -0.8471 -1.1749 -0.7179 -0.565
F -0.0766 1.7097 0.9516 -0.219
As -1.0035 -4.9018 -3.9644 2.248
F -1.6505 -3.7297 -5.0541 -0.450
F -2.6198 -4.9301 -3.3114 -0.483
F -0.4395 -6.0953 -2.8916 -0.504
F 0.5258 -4.7994 -4.7402 -0.520
F -0.6853 -3.6544 -2.8121 -0.572
F -1.4520 -6.1479 -5.0190 -0.505
As -1.4515 0.2670 5.7477 2.265
F -1.0697 0.2402 4.0525 -0.636
F 0.1655 0.6193 6.2245 -0.506
F -1.9666 0.4626 7.3467 -0.494
F -3.1105 0.0721 5.3377 -0.483
F -1.2201 -1.3932 5.7459 -0.457
F -1.5986 2.0353 5.5556 -0.437
As 3.3500 -3.5204 1.6955 2.176
F 4.9928 -3.3384 2.1968 -0.554
F 3.0395 -4.5830 2.9354 -0.450
F 1.7098 -3.5528 1.1936 -0.566
F 3.8383 -2.5124 0.3202 -0.514
F 3.7850 -4.8488 0.7280 -0.519
F 2.9380 -2.1690 2.6223 -0.401
As 0.3030 5.7410 0.8040 2.335
F 0.0994 5.2207 -0.8571 -0.503
F -1.1593 6.6469 0.7430 -0.533
F 0.5488 6.3084 2.4059 -0.431
F 1.6774 4.7062 0.9282 -0.476
F 1.1902 7.0108 0.1605 -0.466
F -0.6891 4.4663 1.4255 -0.510
```

LUMO level, eV: -10.41
Charge: +5
Max |F|, eV/Å: 4.34
Multiplicity: 1
Relative energy (zero: lowest compared OMol25 entry of this formula, charge and spin), kJ/mol: 0.0

Molecular formula: C5H7CsMgO5
Method: DFT, ωB97M-V/def2-TZVPD

Structure (XYZ):
```
19
Properties=species:S:1:pos:R:3:mulliken_charge:R:1
O -2.0941 -0.8516 -0.1971 -0.571
C -2.7413 0.1363 -0.4811 0.239
C -2.1412 1.5051 -0.5851 -0.511
O -0.8047 1.5167 -0.1329 -0.399
Cs -0.2290 -1.2942 0.7852 0.884
H -3.8183 0.0642 -0.7249 0.383
H -2.7214 2.1708 0.0749 0.362
H -2.2966 1.8855 -1.6065 0.394
H 2.5391 -1.9357 -1.3794 0.394
C 2.0895 -0.9577 -1.1385 0.150
C 1.6871 -0.0802 -2.2309 -0.332
Mg 2.2021 2.2466 0.4490 0.175
O 1.7233 -0.7563 0.0387 -0.624
H 1.5935 -0.6335 -3.1756 0.344
H 2.4263 0.7196 -2.3893 0.282
O 0.2505 0.8201 -1.9938 -0.426
C 0.2235 1.7991 -1.0488 0.308
O 0.3502 3.1017 -1.3622 -0.483
H 0.1629 3.7815 -0.7033 0.429
```

LUMO level (alpha / beta), eV: -4.34 / -4.19
Charge: +1
Max |F|, eV/Å: 7.96
Multiplicity: 2

Molecular formula: CH6N4O
Method: DFT, ωB97M-V/def2-TZVPD

Structure (XYZ):
```
12
Properties=species:S:1:pos:R:3:mulliken_charge:R:1
C 0.5806 0.1441 -0.7340 0.419
H 0.7622 1.5563 1.9504 0.251
H 1.7564 0.1086 1.9521 0.211
H -0.3169 -0.3055 1.0829 0.286
H -0.5437 -0.3543 -2.5721 0.268
H -1.3354 -1.6587 -0.1886 0.287
H -2.1566 -0.0808 -0.0961 0.296
N 1.2579 0.8550 1.4101 -0.655
N 0.3149 0.4120 0.5227 0.011
N -0.4379 -0.4033 -1.4774 -0.015
N -1.6216 -0.7194 -0.7255 -0.710
O 1.7402 0.4461 -1.1244 -0.647
```

LUMO level, eV: 0.51
Max |F|, eV/Å: 7.55
Multiplicity: 1
Relative energy (zero: lowest compared OMol25 entry of this formula, charge and spin), kJ/mol: 351.2

Molecular formula: C21H25Br2GeN2Zn
Method: DFT, ωB97M-V/def2-TZVPD

Structure (XYZ):
```
52
Properties=species:S:1:pos:R:3:mulliken_charge:R:1
Zn -1.2806 0.7962 -0.1274 0.496
N -1.8724 2.7967 0.1269 -0.446
C -2.7008 3.1413 -1.0612 -0.505
C -3.5653 1.9352 -1.4412 -0.631
N -2.6801 0.7595 -1.6654 -0.392
H -2.3996 2.9730 0.9780 0.323
H -1.0514 3.3979 0.1750 0.190
H -2.0185 3.3927 -1.8753 0.349
H -3.3273 4.0128 -0.8735 0.419
H -4.1575 2.1587 -2.3282 0.423
H -4.2570 1.6823 -0.6337 0.356
H -2.2805 0.7966 -2.6004 0.303
H -3.2037 -0.1091 -1.6216 0.293
Br -2.6613 0.0125 1.9646 -0.061
C -3.1040 -1.8580 1.6364 -0.595
Br -2.3619 -2.4819 -0.0149 -0.069
H -4.1834 -1.9251 1.5971 0.459
H -2.6818 -2.4265 2.4551 0.413
C 1.1697 -3.7259 -3.2208 -0.504
C 1.8287 -3.9186 -2.0155 -0.733
C 1.7482 -2.9580 -1.0170 -0.293
C 1.0171 -1.7876 -1.2286 0.697
C 0.3500 -1.6087 -2.4440 0.243
C 0.4275 -2.5697 -3.4369 -0.804
Ge 0.9351 -0.5172 0.2024 -0.120
C 1.4260 -1.1231 1.9426 0.364
C 2.4059 -0.4749 2.6973 -0.229
C 2.7700 -0.9785 3.9369 -0.720
C 2.1558 -2.1212 4.4307 -0.494
C 1.1848 -2.7752 3.6833 -0.829
C 0.8214 -2.2818 2.4407 0.062
C 1.2497 1.3646 -0.2098 0.120
C 1.3461 1.8139 -1.5388 0.254
C 1.5325 3.1613 -1.8102 -0.784
C 1.6296 4.0762 -0.7661 -0.411
C 1.5361 3.6444 0.5565 -0.901
C 1.3267 2.3042 0.8347 -0.553
H 1.2319 -4.4772 -3.9966 0.422
H 2.4065 -4.8178 -1.8505 0.431
H 2.2637 -3.1213 -0.0778 0.431
H -0.2347 -0.7109 -2.6241 -0.051
H -0.0831 -2.4238 -4.3796 0.434
H 2.9114 0.4036 2.3148 0.473
H 3.5395 -0.4844 4.5143 0.428
H 2.4435 -2.5113 5.3977 0.420
H 0.7233 -3.6761 4.0651 0.432
H 0.0845 -2.8135 1.8474 0.582
H 1.3293 1.1003 -2.3556 0.500
H 1.6375 3.4958 -2.8342 0.488
H 1.7979 5.1234 -0.9805 0.448
H 1.6369 4.3553 1.3663 0.447
H 1.2381 1.9787 1.8654 0.424
```

LUMO level (alpha / beta), eV: -5.78 / -8.07
Charge: +2
Max |F|, eV/Å: 0.37
Multiplicity: 2

Molecular formula: C4H9N3O
Method: DFT, ωB97M-V/def2-TZVPD

Structure (XYZ):
```
17
Properties=species:S:1:pos:R:3:mulliken_charge:R:1
C 0.7056 -1.2153 0.9556 -0.728
C -0.6237 1.6489 1.6409 -1.131
C -0.4715 1.2104 0.2418 0.810
C -0.2530 -0.4950 -1.5017 0.723
N 1.0567 -0.4589 -1.8911 -0.424
O -0.3498 -0.5760 0.2467 -0.382
N -0.4393 1.5267 -0.9079 -0.730
N -1.2041 -1.0550 -2.0729 -0.747
H 1.2116 -0.9626 -2.7539 0.256
H 1.4799 0.4573 -1.8686 0.259
H -2.0326 -1.1872 -1.5076 0.289
H 0.4973 -1.1472 2.0273 0.254
H 1.6718 -0.7508 0.7349 0.333
H 0.7425 -2.2690 0.6715 0.292
H -1.4570 1.1201 2.1093 0.295
H -0.8132 2.7217 1.6595 0.339
H 0.2789 1.4318 2.2161 0.292
```

LUMO level, eV: 0.87
Max |F|, eV/Å: 1.82
Multiplicity: 1
Relative energy (zero: lowest compared OMol25 entry of this formula, charge and spin), kJ/mol: 388.9

Molecular formula: C7H7AsI2O6S5SbSc
Method: DFT, ωB97M-V/def2-TZVPD

Structure (XYZ):
```
30
Properties=species:S:1:pos:R:3:mulliken_charge:R:1
Sc -0.0790 -0.5193 -0.0691 0.561
I 2.2098 -1.4024 1.5307 -0.572
C 0.4845 2.2421 2.8013 -0.628
I 0.6918 2.6625 0.9049 0.473
H 0.6961 1.2241 3.0971 0.161
H -0.2309 2.8138 3.3745 0.275
S -1.0475 1.4562 -4.4893 -0.679
Sb 0.2840 1.8134 -2.7070 0.889
S 1.6073 0.0385 -1.9349 -0.533
S -1.2251 1.7679 -0.7134 -0.544
S 1.3778 3.7859 -2.3843 -0.713
O -2.7718 -1.9846 2.8881 -0.599
As -2.6702 -0.4029 2.1103 0.932
O -3.2982 0.7828 3.0241 -0.791
O -1.0443 -0.2897 1.7249 -0.071
C -3.8309 -0.6969 0.5691 -0.282
C -5.0393 -0.0170 0.6971 -0.476
C -6.0422 -0.1401 -0.2528 -0.548
C -5.8495 -0.9593 -1.3521 -0.499
C -4.6487 -1.6357 -1.4990 -0.655
C -3.6416 -1.5057 -0.5531 0.599
S -2.0974 -2.2924 -1.0080 1.426
O -1.3285 -2.5264 0.2226 -0.657
O -2.4344 -3.4341 -1.8050 -0.681
O -1.3521 -1.2184 -1.7100 -0.379
H -1.8828 -2.2276 3.1748 0.322
H -5.1697 0.6212 1.5627 0.506
H -6.9677 0.4090 -0.1313 0.370
H -6.6194 -1.0650 -2.1060 0.360
H -4.4705 -2.2643 -2.3604 0.432
```

LUMO level, eV: 3.82
Charge: -2
Max |F|, eV/Å: 0.65
Multiplicity: 1
Relative energy (zero: lowest compared OMol25 entry of this formula, charge and spin), kJ/mol: 171.7